{
  "formula": "C25H21Cl6N5O8STi",
  "method": "ωB97M-V with the def2-TZVPD basis set",
  "species": ["Ti", "Cl", "C", "C", "Cl", "C", "Cl", "C", "O", "C", "Cl", "C", "Cl", "O", "C", "O", "C", "C", "C", "N", "C", "C", "C", "O", "O", "H", "H", "H", "C", "C", "C", "C", "Cl", "C", "C", "C", "O", "C", "C", "O", "O", "H", "H", "H", "H", "H", "H", "H", "H", "S", "C", "N", "C", "C", "N", "H", "H", "H", "H", "H", "H", "N", "N", "H", "H", "H", "H"],
  "coordinates": [[0.340, 0.247, 0.200], [1.542, 2.907, 6.962], [1.535, 2.300, 5.359], [0.588, 1.353, 4.977], [-0.555, 0.751, 6.104], [0.585, 0.877, 3.673], [-0.567, -0.284, 3.132], [1.521, 1.307, 2.738], [1.541, 0.798, 1.511], [2.466, 2.255, 3.131], [3.620, 2.777, 1.968], [2.476, 2.748, 4.430], [3.659, 3.898, 4.894], [-6.515, 1.503, -0.339], [-6.046, 0.360, -0.290], [-6.551, -0.771, -0.378], [-4.509, 0.323, -0.037], [-3.876, -0.883, 0.246], [-2.509, -0.921, 0.403], [-1.762, 0.184, 0.267], [-2.369, 1.358, 0.004], [-3.731, 1.475, -0.129], [-1.399, 2.484, -0.198], [-1.681, 3.635, -0.324], [-0.135, 2.010, -0.207], [-4.488, -1.773, 0.315], [-1.979, -1.842, 0.608], [-4.203, 2.426, -0.333], [4.811, -0.603, 1.474], [4.142, -0.803, 2.801], [4.596, -0.137, 3.927], [3.973, -0.310, 5.154], [4.529, 0.585, 6.531], [2.915, -1.186, 5.282], [2.449, -1.866, 4.163], [3.033, -1.647, 2.925], [2.577, -2.188, 1.742], [1.506, -3.106, 1.764], [0.566, -2.880, 0.594], [-0.052, -3.795, 0.108], [0.420, -1.627, 0.220], [5.750, -0.066, 1.597], [4.174, -0.008, 0.817], [5.014, -1.556, 0.984], [5.439, 0.537, 3.847], [2.446, -1.337, 6.245], [1.622, -2.547, 4.296], [1.872, -4.133, 1.737], [0.874, -2.987, 2.646], [-0.474, 0.043, -2.478], [-0.488, -1.652, -2.667], [0.583, -2.431, -2.768], [0.229, -3.841, -2.925], [-1.305, -3.821, -2.744], [-1.593, -2.387, -2.737], [1.503, -2.061, -2.575], [0.713, -4.452, -2.167], [0.516, -4.192, -3.916], [-1.601, -4.270, -1.797], [-1.822, -4.319, -3.561], [-2.504, -1.979, -2.607], [2.805, -0.839, -1.304], [2.151, 0.414, -1.052], [3.750, -0.662, -1.630], [2.873, -1.323, -0.413], [1.818, 0.776, -1.942], [2.756, 1.095, -0.592]],
  "spin_multiplicity": 1,
  "homo_lumo_gap_ev": 6.1,
  "largest_force_ev_per_a": 0.975,
  "charge": 0,
  "relative_energy_kj_mol": 48.2,
  "homo_ha": -0.291
}